The following is a DFT calculation (ωB97M-V/def2-TZVPD) of a structure of composition C4H2GaLiO2 at a distorted geometry.

XYZ file:
```
10
Properties=species:S:1:pos:R:3:forces:R:3:lowdin_spin:R:1
C -1.376 -0.957 0.070 0.21 2.87 -2.34 0.070
C -0.397 -1.718 0.391 0.48 -1.14 2.24 0.194
O -1.882 -0.008 -0.482 -0.25 -1.72 1.53 0.075
Li -1.303 1.681 -1.057 0.45 -0.16 -0.07 0.003
H -0.338 -2.798 0.486 -0.12 0.22 -0.22 -0.004
C 0.999 1.179 -1.051 0.18 1.50 1.45 0.008
C 1.137 1.343 0.197 -0.48 -2.56 -3.75 0.005
O 1.138 0.779 1.311 0.20 1.24 2.33 0.111
Ga 0.557 -0.760 2.158 -0.50 -0.51 -1.44 0.537
H 1.465 1.259 -2.023 -0.17 0.26 0.26 0.000
```
Positions in Å, forces in eV/Å.

## Properties
strongest force on any atom: 4.6 eV Å⁻¹
charge: +1
energy above the lowest of the compared OMol25 structures with the same formula, charge and spin: 0.0000 eV
⟨S²⟩: 0.761
multiplicity: 2

=====

The following is a DFT calculation (ωB97M-V/def2-TZVPD) of the ion C3H6N3 with charge +1 at a distorted geometry.

XYZ file:
```
12
Properties=species:S:1:pos:R:3:forces:R:3:mulliken_charge:R:1
C 0.155 1.763 -0.046 0.77 0.37 4.07 0.087
C -0.858 0.045 -1.215 -1.23 3.30 0.54 -0.228
C 0.434 -0.572 0.642 -0.91 1.54 0.93 -0.901
N -0.217 2.671 -0.876 -0.79 3.42 -1.31 0.501
N -0.428 3.688 -1.340 0.35 -2.13 0.25 -0.461
N -0.190 0.440 -0.196 -0.23 -0.64 -1.60 0.062
H 0.431 2.176 0.982 -0.32 -0.89 -1.63 0.299
H -0.825 -0.904 -1.550 -0.15 -3.21 -0.61 0.280
H -1.494 0.778 -1.706 0.41 -0.11 -0.36 0.256
H 0.059 -1.508 0.411 -1.07 -1.70 -0.35 0.325
H 0.282 -0.325 1.679 -0.04 0.07 0.35 0.331
H 1.415 -0.554 0.386 3.21 0.00 -0.26 0.448
```
Positions in Å, forces in eV/Å.

## Properties
strongest force on any atom: 4.2 eV Å⁻¹
charge: +1
energy above the lowest of the compared OMol25 structures with the same formula, charge and spin: 3.2017 eV

=====

The following is a DFT calculation (ωB97M-V/def2-TZVPD) of the molecule C11H19N3 at a distorted geometry.

XYZ file:
```
33
Properties=species:S:1:pos:R:3:forces:R:3:mulliken_charge:R:1
C 0.189 -2.206 1.884 -1.01 0.29 -1.12 -1.242
C 0.209 -1.587 0.464 0.18 -0.08 0.03 1.468
C -1.073 -1.905 -0.357 1.66 -0.55 1.25 -1.469
C 1.409 -2.196 -0.271 2.82 0.99 0.40 -1.668
N 0.368 -0.069 0.599 -1.44 -0.71 1.19 0.084
C 0.839 0.809 -0.451 -1.88 -0.04 -1.11 -0.436
C 1.322 2.057 0.296 1.06 -0.86 0.65 -0.637
C 0.064 2.742 0.932 0.67 0.09 0.35 -0.925
C -1.135 1.944 0.607 -3.71 0.12 -0.27 -0.019
C -1.450 1.768 -0.878 -0.25 1.13 -0.99 -0.789
C -0.247 1.062 -1.561 0.42 3.74 0.71 -1.002
N -1.007 0.565 1.173 2.56 -0.22 -1.26 -0.348
C -0.753 0.703 2.482 -1.37 -0.80 0.94 0.536
N -0.845 0.696 3.629 0.54 0.39 0.52 -0.668
H -0.525 -3.080 1.875 0.76 1.02 0.35 0.292
H 1.188 -2.540 2.196 -0.38 0.41 0.16 0.383
H -0.192 -1.325 2.395 0.07 -1.11 1.34 0.192
H -0.584 -1.931 -1.317 -1.39 0.56 -1.09 0.354
H -1.829 -1.176 -0.054 -0.09 -0.32 -0.82 0.308
H -1.352 -2.939 -0.145 -0.36 0.17 0.01 0.452
H 1.265 -2.006 -1.357 0.69 -0.48 0.50 0.440
H 2.502 -1.743 0.083 -2.89 -0.76 -0.88 0.261
H 1.559 -3.284 -0.023 -0.67 0.98 -0.53 0.381
H 1.481 0.236 -1.065 1.96 -0.31 0.20 0.638
H 1.754 2.797 -0.399 0.45 -0.53 0.42 0.394
H 2.073 1.551 1.092 -1.52 1.96 -1.71 0.309
H 0.067 2.700 2.031 0.59 0.67 -0.28 0.429
H -0.128 3.771 0.576 0.50 -0.35 0.28 0.483
H -2.093 2.445 1.108 1.96 -1.23 -0.80 0.289
H -1.598 2.778 -1.366 0.32 -0.81 0.75 0.376
H -2.443 1.320 -1.028 0.48 -0.42 0.22 0.379
H -0.447 0.194 -2.080 -0.75 -2.06 -0.71 0.329
H 0.118 1.771 -2.386 0.02 -0.89 1.28 0.421
```
Positions in Å, forces in eV/Å.

## Properties
strongest force on any atom: 3.8 eV Å⁻¹
energy above the lowest of the compared OMol25 structures with the same formula, charge and spin: 3.0884 eV